Computed, not measured: a structure of composition C13H23BrNPW, with the ωB97M-V functional and the def2-TZVPD basis.

The multiplicity is 3. Its HOMO energy (spin up / spin down) is -15.5 / -15.9 eV. For the max |F|, the calculation gives 4.30 eV/A. The LUMO energy (spin up / spin down) comes out at -0.3183 / -0.3769 Eh. The net charge is +2. The calculated total energy is -3545.526951 Ha.

CARTESIAN COORDINATES (ANGSTROEM)
C (-3.08234, -2.98471, -2.48485)
C (-2.24074, -3.68380, -1.61923)
C (-1.08368, -3.06913, -1.13251)
C (-0.75550, -1.73238, -1.43817)
C (-1.61501, -1.05583, -2.30179)
C (-2.75506, -1.67761, -2.83929)
C (-0.08903, -3.83777, -0.28114)
C (0.92934, -2.73297, -0.05521)
N (2.31489, -2.64326, 0.36960)
W (1.38798, -0.82559, -0.64960)
C (-1.32081, 0.36148, -2.69409)
P (-0.10128, 1.08763, -1.52552)
H (-2.46447, -4.70893, -1.32463)
H (-3.37840, -1.10900, -3.53225)
H (-3.97980, -3.45338, -2.88876)
H (-2.21476, 1.00039, -2.64349)
H (-0.91673, 0.44821, -3.71493)
H (-0.50326, -4.17278, 0.68386)
H (0.36208, -4.70681, -0.78759)
H (1.16527, -2.44964, -1.19971)
C (0.54088, 2.46713, -2.53679)
C (2.48254, -0.72406, -2.39528)
H (0.41010, -1.93775, 0.59454)
C (3.20554, -3.54623, -0.42131)
C (2.52826, -2.74509, 1.82761)
H (-1.04617, 1.82571, -0.74486)
H (3.94546, -3.96098, 0.27285)
H (2.63353, -4.37027, -0.87740)
H (3.72733, -2.97272, -1.19351)
H (2.98603, -3.72065, 2.03091)
H (3.20949, -1.95773, 2.16734)
H (1.57587, -2.67319, 2.36150)
H (3.13862, 0.15008, -2.30233)
H (3.09189, -1.59713, -2.63384)
H (1.78989, -0.53378, -3.21874)
H (0.72496, 2.13676, -3.56734)
H (-0.20796, 3.27113, -2.53300)
H (1.47496, 2.83530, -2.09517)
H (3.10549, -0.98842, -0.61972)
Br (1.23992, 0.45290, 1.48602)

Atoms 1-2, force components in eV/Å:
C 0.196 0.218 0.021
C 0.094 0.326 0.055

Computed, not measured: a structure of composition C13H23BrO3SSiV, with the ωB97M-V functional and the def2-TZVPD basis.

The multiplicity is 3. Its HOMO energy (spin up / spin down) is -11.8 / -11.8 eV. For the max |F|, the calculation gives 0.31 eV/A. The LUMO energy (spin up / spin down) comes out at -0.1286 / -0.1138 Eh. The net charge is +1. The calculated total energy is -4940.447140 Ha.

CARTESIAN COORDINATES (ANGSTROEM)
V (0.16216, -0.07208, -1.16419)
Br (-5.04684, -4.04869, 3.92013)
C (-3.91573, -3.29463, 2.62429)
C (-4.28650, -2.10470, 2.00936)
C (-3.45718, -1.55179, 1.05350)
C (-2.25833, -2.18452, 0.72857)
C (-1.89588, -3.37922, 1.35309)
C (-2.72665, -3.94010, 2.30250)
C (-1.36269, -1.60468, -0.26306)
O (-0.19771, -2.03012, -0.51271)
O (-1.70341, -0.51750, -0.90067)
H (-5.21640, -1.62619, 2.28089)
H (-3.72917, -0.63139, 0.55625)
H (-0.96308, -3.85826, 1.08891)
H (-2.46483, -4.86618, 2.79344)
C (2.96541, 1.59027, 2.49963)
Si (2.58373, 1.08558, 0.74350)
C (3.05188, 2.48231, -0.41965)
C (3.59904, -0.44983, 0.29436)
C (0.75162, 0.67488, 0.59459)
H (4.01807, 1.86036, 2.60171)
H (2.75891, 0.77565, 3.19629)
H (2.36875, 2.45015, 2.80936)
H (4.11698, 2.70127, -0.31821)
H (2.50880, 3.40043, -0.18345)
H (2.86900, 2.27313, -1.47820)
H (4.21677, -0.30811, -0.59877)
H (2.99188, -1.34852, 0.15370)
H (4.29939, -0.68841, 1.09721)
H (0.18642, 1.58817, 0.82146)
H (0.53178, -0.06384, 1.37569)
C (-1.42559, 2.93745, -1.47993)
S (-0.11786, 2.09316, -2.38655)
C (-1.02744, 1.53620, -3.84112)
H (-1.80377, 3.75287, -2.09272)
H (-0.98300, 3.35072, -0.57624)
H (-2.22452, 2.24592, -1.22027)
H (-1.90290, 0.95660, -3.55274)
H (-0.35636, 0.92413, -4.44111)
H (-1.32686, 2.40292, -4.42634)
O (1.78503, -0.67872, -2.39021)
H (2.00217, -1.62072, -2.38741)
H (2.62491, -0.21400, -2.26486)

Atoms 1-2, force components in eV/Å:
V -0.056 -0.147 -0.056
Br -0.027 -0.016 0.029

Computed, not measured: a cluster of 3 separate species, C13H23Cl4N2O in total, with the ωB97M-V functional and the def2-TZVPD basis.

Its HOMO energy is -12.1 eV. For the max |F|, the calculation gives 6.49 eV/A. The LUMO energy comes out at -0.1991 Eh. The net charge is +1. The calculated total energy is -2534.141355 Ha.

CARTESIAN COORDINATES (ANGSTROEM)
C (0.79584, -1.48454, 1.40016)
O (0.42626, -1.26943, -0.00967)
C (-0.95374, -0.76624, -0.13660)
C (-0.97613, 0.66338, -0.94032)
C (-0.82373, 1.99436, 0.00418)
C (-1.73554, 1.99147, 1.36650)
C (-3.25039, 1.38988, 1.19022)
C (-4.15236, 1.58367, -0.14509)
C (-5.54586, 0.81096, 0.05531)
N (-5.90562, 0.07322, 1.26377)
N (-5.25297, -0.10310, 2.42623)
C (-3.95490, 0.55811, 2.35349)
H (0.26951, -0.74325, 2.15786)
H (1.95989, -1.23467, 1.47453)
H (0.56281, -2.59584, 1.74901)
H (-1.50648, -0.76611, 0.89466)
H (-1.53436, -1.54721, -0.82385)
H (-0.02036, 0.65390, -1.65574)
H (-1.92070, 0.69940, -1.63139)
H (-1.19702, 2.91655, -0.65432)
H (0.32227, 2.20390, 0.24017)
H (-1.12504, 1.35929, 2.17337)
H (-1.76449, 3.09720, 1.81575)
H (-3.81995, 2.15241, -1.10540)
H (-6.31916, 0.85167, -0.84525)
H (-6.85137, -0.42067, 1.24213)
H (-3.30452, 0.44951, 3.35130)
Cl (3.46391, 1.00367, -1.27292)
C (3.69572, 1.90255, -2.79284)
C (2.77870, 3.11130, -2.89170)
Cl (1.06862, 2.64531, -3.07482)
H (3.53987, 1.20925, -3.62520)
H (4.74030, 2.22709, -2.81191)
H (3.03994, 3.70514, -3.77214)
H (2.86199, 3.75391, -2.00969)
Cl (4.82316, -3.98045, -1.33237)
C (3.62885, -4.06244, -0.01373)
C (4.26243, -3.84114, 1.35059)
Cl (5.32762, -5.18872, 1.82435)
H (3.12448, -5.03202, -0.07142)
H (2.88788, -3.28175, -0.20946)
H (3.48362, -3.77072, 2.11517)
H (4.85102, -2.91882, 1.37708)

Atoms 1-2, force components in eV/Å:
C 1.048 0.083 0.621
O -1.608 0.817 2.247

Computed, not measured: a structure of composition C13H23DyF5NO2P2, with the ωB97M-V functional and the def2-TZVPD basis.

The multiplicity is 6. Its HOMO energy (spin up / spin down) is -13.0 / -14.4 eV. For the max |F|, the calculation gives 3.14 eV/A. The LUMO energy (spin up / spin down) comes out at -0.3023 / -0.2584 Eh. The net charge is +2. The calculated total energy is -2780.812875 Ha.

CARTESIAN COORDINATES (ANGSTROEM)
Dy (0.29228, 0.71195, 0.11908)
P (2.39115, -1.02414, 0.44025)
C (2.26167, -1.15665, -1.33386)
C (1.07152, -1.44437, -1.98806)
N (-0.14806, -0.88740, -1.58360)
C (-1.31201, -1.19453, -2.24078)
C (-1.31163, -2.16501, -3.19622)
C (-0.10463, -2.72701, -3.66031)
C (1.08489, -2.27869, -3.09908)
C (-2.65294, -0.58775, -1.85003)
P (-2.57412, 1.12228, -1.21893)
H (2.05998, -2.62679, -3.42948)
H (-2.26673, -2.48183, -3.57460)
H (-0.09876, -3.51074, -4.42917)
H (-3.31290, -0.54721, -2.71930)
H (-3.06153, -1.20781, -1.04325)
H (2.18856, 0.83085, -1.98594)
H (3.21875, -1.12748, -1.92089)
H (-0.00132, 4.91048, -0.96219)
O (1.54888, 1.52388, -1.64517)
H (1.30299, 1.84274, -2.53786)
H (-1.08436, 0.86683, -1.18831)
O (-0.30261, 4.14223, -0.43538)
H (0.32103, 3.98016, 0.26373)
C (-2.82483, 2.22379, -2.64691)
H (-3.69468, 1.88257, -3.23247)
H (-2.99701, 3.23547, -2.26431)
H (-1.93231, 2.21534, -3.26608)
C (-3.90412, 1.38340, -0.06652)
H (-3.79574, 2.35282, 0.44415)
H (-4.86723, 1.39981, -0.59974)
H (-3.95320, 0.61175, 0.69838)
C (2.59264, -2.81722, 0.61151)
H (3.62929, -3.05309, 0.36506)
H (2.34153, -3.09169, 1.63084)
H (1.93254, -3.33422, -0.09009)
C (4.04293, -0.30595, 0.72057)
H (4.09246, -0.04487, 1.78819)
H (4.82294, -1.03668, 0.48840)
H (4.19462, 0.61026, 0.13650)
F (-0.47878, -2.17637, 1.43288)
C (-0.98170, -0.88122, 1.57524)
F (-2.35358, -1.00807, 1.34885)
C (-0.82866, -0.46420, 3.02967)
F (-1.51616, -1.27571, 3.85787)
F (0.48895, -0.49141, 3.41796)
F (-1.29928, 0.81613, 3.20831)

Atoms 1-2, force components in eV/Å:
Dy 0.795 1.261 2.766
P 0.864 -0.518 -0.646

Computed, not measured: an isolated molecule of C13H23N3O2S, with the ωB97M-V functional and the def2-TZVPD basis.

Its HOMO energy is -9.0 eV. For the max |F|, the calculation gives 1.79 eV/A. The LUMO energy comes out at 0.0274 Eh. The net charge is 0. Its SMILES is CCCCCOC(=O)Nc1nnc(CCCCC)s1. The calculated total energy is -1222.114508 Ha.

CARTESIAN COORDINATES (ANGSTROEM)
C (6.49202, 1.31374, -5.22189)
C (5.28114, 0.49459, -4.79046)
C (4.81838, 0.88234, -3.38711)
C (3.69309, 0.00105, -2.84758)
C (2.38173, 0.19536, -3.60436)
O (1.34076, -0.62182, -3.05940)
C (0.72779, -0.14818, -1.96967)
O (0.94276, 0.90810, -1.43591)
N (-0.21311, -1.04752, -1.53686)
C (-1.00150, -0.82885, -0.44103)
N (-1.88098, -1.67390, -0.02176)
N (-2.52857, -1.25370, 1.06095)
C (-2.16752, -0.10070, 1.48609)
C (-2.73356, 0.58862, 2.67009)
C (-3.77889, -0.26580, 3.38413)
C (-4.34121, 0.45221, 4.60831)
C (-5.45820, -0.33008, 5.29968)
C (-4.97201, -1.61889, 5.95201)
S (-0.88738, 0.63296, 0.50860)
H (7.32493, 1.15201, -4.54122)
H (6.25277, 2.37478, -5.22271)
H (6.80781, 1.03226, -6.22355)
H (4.47216, 0.65234, -5.50558)
H (5.53867, -0.56678, -4.80466)
H (4.49123, 1.92411, -3.38657)
H (5.66853, 0.80386, -2.70606)
H (3.98327, -1.05049, -2.90318)
H (3.51659, 0.25105, -1.79917)
H (2.46531, -0.12539, -4.64319)
H (2.07305, 1.24458, -3.55807)
H (-0.34179, -1.91552, -2.03731)
H (-1.91757, 0.83631, 3.35545)
H (-3.17743, 1.53486, 2.34574)
H (-3.31632, -1.20791, 3.67486)
H (-4.58427, -0.49714, 2.68635)
H (-3.53619, 0.63638, 5.32402)
H (-4.73521, 1.42361, 4.29800)
H (-6.23655, -0.56432, 4.57044)
H (-5.90475, 0.30704, 6.06704)
H (-4.60891, -2.32022, 5.20595)
H (-4.16602, -1.41019, 6.65245)
H (-5.78409, -2.09475, 6.49714)

Atoms 1-2, force components in eV/Å:
C -0.195 -0.177 -0.062
C 0.130 0.258 0.179

Computed, not measured: an isolated molecule of C13H23NSi, with the ωB97M-V functional and the def2-TZVPD basis.

Its HOMO energy is -9.0 eV. For the max |F|, the calculation gives 1.65 eV/A. The LUMO energy comes out at 0.0319 Eh. The net charge is 0. Its SMILES is CC[Si](CC)(CCCN)c1ccccc1. The calculated total energy is -853.405242 Ha.

CARTESIAN COORDINATES (ANGSTROEM)
C (-3.26737, 0.72501, -0.62203)
C (-2.04881, 0.83878, 0.26442)
Si (-0.62932, -0.18662, -0.41902)
C (-1.38447, -1.84961, -0.86504)
C (-1.86031, -2.76295, 0.28579)
C (-0.00306, 0.56612, -2.03184)
C (0.18479, 2.07391, -1.90772)
C (1.24378, 2.44875, -0.83281)
N (2.44704, 1.62916, -0.85718)
C (0.68052, -0.59365, 0.88263)
C (0.62034, -0.07341, 2.16361)
C (1.68610, -0.32318, 3.02448)
C (2.83382, -0.92530, 2.55601)
C (2.84909, -1.49036, 1.31059)
C (1.76727, -1.34597, 0.48442)
H (-4.10127, 1.38200, -0.31409)
H (-3.69058, -0.28255, -0.59250)
H (-3.00880, 0.91110, -1.67505)
H (-1.68403, 1.86898, 0.26842)
H (-2.25337, 0.56624, 1.31661)
H (-2.26586, -1.59583, -1.49252)
H (-0.65721, -2.38204, -1.49300)
H (-2.37771, -3.62556, -0.08436)
H (-2.50041, -2.21355, 0.95965)
H (-0.97043, -3.11138, 0.84209)
H (-0.60854, 0.24449, -2.86368)
H (0.95476, 0.08858, -2.20991)
H (-0.76512, 2.56111, -1.73437)
H (0.44900, 2.49776, -2.92016)
H (1.50695, 3.49587, -1.01212)
H (0.83573, 2.36992, 0.17471)
H (3.18491, 1.99664, -0.28650)
H (2.26092, 0.71011, -0.50756)
H (-0.25132, 0.50345, 2.48478)
H (1.65278, 0.02118, 4.04116)
H (3.71814, -0.96084, 3.18765)
H (3.76620, -1.91095, 0.96071)
H (1.68588, -1.86539, -0.48628)

Atoms 1-2, force components in eV/Å:
C -0.873 -0.110 -0.174
C 0.725 0.193 0.597